The following is a quantum chemistry calculation of 10 unconnected molecules or ions with the total composition C76H164N8O12 at a distorted geometry, from OMol25.

```
260
Properties=species:S:1:pos:R:3:forces:R:3
C 31.7072 11.1933 -0.3427 1.43 -0.24 -0.06
C 30.6249 10.1334 -0.0698 -1.41 1.86 0.76
C 30.8713 9.6352 1.4371 -0.72 -0.09 -2.47
C 29.2219 10.8739 -0.0773 1.27 -0.73 1.09
C 28.7455 11.2650 -1.4047 -0.41 -0.89 -2.96
C 28.6970 9.9720 -2.3128 -1.59 0.59 2.44
C 29.9474 9.1333 -2.3431 -0.25 1.82 -0.32
C 29.4779 7.7873 -2.8693 0.97 -1.03 -1.88
C 30.8566 9.9591 -3.2690 1.03 -1.56 -0.73
N 30.5335 8.9791 -1.0149 -3.98 3.05 1.53
O 31.7230 8.4257 -1.1080 3.38 -2.51 0.05
H 31.7626 12.1093 0.2455 -1.23 0.04 0.53
H 32.6341 10.7601 0.0332 0.50 -0.28 -0.78
H 31.8339 11.5739 -1.3563 -0.01 -0.48 -0.11
H 30.2527 8.7378 1.4423 0.03 -0.09 0.76
H 31.9155 9.3896 1.6307 -0.02 0.08 -0.04
H 30.4949 10.4119 2.1028 0.11 -0.19 0.18
H 28.4959 10.1948 0.3699 -0.18 0.11 0.28
H 29.3215 11.8053 0.4800 0.04 -0.27 0.67
H 27.7290 11.6574 -1.3732 -0.13 0.05 0.17
H 29.3368 12.0596 -1.8597 0.30 0.06 -0.02
H 28.2167 10.0753 -3.2858 0.48 0.30 -0.18
H 27.9992 9.3515 -1.7505 -0.54 -0.13 0.08
H 28.7731 7.1652 -2.3177 0.28 0.48 0.85
H 30.2944 7.1565 -3.2208 0.54 -0.24 0.74
H 28.9887 7.8378 -3.8420 -0.41 0.90 -0.16
H 30.9597 11.0158 -3.0225 -0.68 -0.13 -0.16
H 30.4893 9.7574 -4.2753 0.01 0.62 -0.24
H 31.8826 9.5911 -3.2665 0.15 -0.24 0.07
H 31.5428 7.6506 -0.5710 1.14 -0.66 -0.13
C 27.8224 7.8170 2.5250 -1.65 -0.12 -0.39
C 26.6525 6.8402 2.0674 1.04 0.72 -1.21
C 27.1976 5.7330 1.1370 0.18 0.58 0.31
C 26.1086 6.0811 3.2700 -0.14 0.45 0.54
C 25.2253 6.9263 4.1625 -1.04 0.20 -0.12
C 24.0018 7.3746 3.3412 1.79 -1.33 -0.48
C 24.4782 8.1736 2.0587 -1.19 1.97 1.14
C 23.2931 8.2619 1.1748 -2.63 -0.49 -1.12
C 24.7083 9.6181 2.5960 1.15 0.47 0.06
N 25.5529 7.5987 1.2826 1.66 -2.98 1.42
O 26.1132 8.3173 0.1711 -0.26 0.59 1.63
H 28.6149 7.3007 3.0666 0.12 -0.09 -0.34
H 28.1547 8.4080 1.6715 0.33 -0.40 -0.05
H 27.4075 8.5644 3.2012 -0.05 -0.07 0.22
H 27.6345 6.1405 0.2253 -0.06 -0.03 -0.06
H 27.9681 5.1924 1.6866 0.19 -0.04 -0.05
H 26.4011 5.0219 0.9179 -0.05 0.14 -0.19
H 25.6281 5.1574 2.9475 -0.83 0.25 -0.24
H 26.8693 5.6280 3.9058 0.84 0.52 -0.27
H 24.9547 6.2962 5.0097 -0.35 0.20 0.17
H 25.6477 7.8476 4.5636 0.76 -0.27 0.02
H 23.3122 7.9686 3.9409 0.00 0.11 -0.36
H 23.5502 6.4205 3.0695 -0.57 0.17 -0.40
H 22.9497 7.3405 0.7045 1.17 -0.60 -0.50
H 23.3056 9.0243 0.3959 0.23 0.14 0.11
H 22.3454 8.3339 1.7085 0.09 1.16 0.69
H 25.5072 9.6912 3.3339 0.27 -0.36 0.04
H 23.8770 10.0860 3.1233 -0.48 -0.36 -0.36
H 25.0313 10.3005 1.8098 -0.15 -0.05 -0.28
H 25.6968 7.9741 -0.6229 -0.32 -0.51 0.08
C 34.2256 5.2965 4.0493 0.25 -0.48 0.64
C 33.9617 6.6649 3.4644 -0.05 1.17 1.10
C 32.7143 7.3713 4.0106 -1.16 -0.60 0.32
C 35.1496 7.6138 3.8380 0.32 -1.59 -1.78
C 36.3688 7.2750 2.9630 -0.14 0.60 1.33
C 36.0686 7.2250 1.4880 3.48 1.09 1.40
C 34.9231 6.4157 1.1017 -1.70 -1.29 -3.25
C 34.5666 6.8920 -0.3959 -1.03 -1.01 1.24
C 35.3637 4.9160 0.9152 -0.07 -0.54 0.70
N 33.7920 6.5897 2.0480 0.52 1.40 -2.84
O 32.5987 5.9044 1.6010 1.22 -0.05 0.57
H 34.0812 5.2834 5.1296 -0.32 -0.12 0.05
H 33.6486 4.5194 3.5480 -0.30 0.10 0.24
H 35.2712 5.0202 3.9127 0.08 0.08 -0.10
H 32.7179 7.5264 5.0895 0.28 -0.23 0.09
H 32.4467 8.3371 3.5820 0.78 0.14 -0.32
H 31.8249 6.7832 3.7843 -0.12 -0.35 0.30
H 34.9104 8.6508 3.6026 -0.31 0.03 0.50
H 35.4775 7.4072 4.8568 -0.56 0.49 0.24
H 37.0111 8.1238 3.1978 0.68 -0.24 -0.34
H 36.8725 6.3699 3.3021 -0.07 -0.09 0.10
H 36.9896 6.8099 1.0787 -0.13 -0.63 -0.38
H 36.2794 8.2363 1.1402 -1.64 0.42 -0.48
H 34.0469 7.8501 -0.4043 0.20 0.06 -0.04
H 33.9097 6.1187 -0.7941 -0.43 0.22 -0.07
H 35.3996 6.8653 -1.0984 0.45 0.29 0.51
H 36.3523 4.7724 0.4794 0.45 0.57 0.55
H 34.8411 4.2305 0.2480 -1.13 0.69 -0.14
H 35.2695 4.4254 1.8840 0.58 -0.14 -0.02
H 31.9389 6.5963 1.6882 -0.21 0.14 -0.11
C 29.1522 13.2787 -7.7798 0.02 -0.43 -0.96
C 28.1356 12.5184 -6.9044 -0.28 2.51 -0.19
C 28.5051 11.0668 -6.8415 0.43 -0.53 0.80
C 28.3126 13.3192 -5.5784 0.20 -0.98 1.77
C 27.1761 13.1699 -4.5583 0.52 0.32 -0.14
C 25.8551 13.1599 -5.2754 -1.22 -0.49 0.78
C 25.6101 12.3025 -6.5643 -1.48 0.73 0.85
C 25.4259 10.6984 -6.3709 0.72 2.64 0.06
C 24.1576 12.7978 -7.1154 1.91 -0.83 -0.93
N 26.7136 12.8298 -7.4349 0.43 0.12 2.08
O 26.5413 12.5434 -8.7838 0.26 -1.19 -0.69
H 30.1235 13.3126 -7.2863 -0.03 -0.14 0.15
H 29.3232 12.8038 -8.7459 -0.07 -0.16 -0.11
H 28.8716 14.3125 -7.9811 -0.30 0.00 0.17
H 28.1057 10.5288 -5.9817 -0.81 0.00 -0.32
H 28.2829 10.5966 -7.7994 0.01 -0.27 0.20
H 29.5546 10.9422 -6.5747 0.45 0.34 -0.67
H 29.2093 13.0295 -5.0306 0.41 -1.01 -0.30
H 28.6418 14.3531 -5.6816 -1.02 0.36 -0.84
H 27.2771 12.4064 -3.7870 0.25 -1.11 -0.73
H 27.2179 13.9869 -3.8380 -0.21 0.79 -0.34
H 25.6143 14.1956 -5.5151 -0.02 -0.02 -0.38
H 25.1254 12.8798 -4.5156 -0.50 -0.19 -0.07
H 24.4062 10.5414 -6.0193 0.12 -0.18 -0.21
H 26.1172 10.3706 -5.5945 -0.03 -0.41 -0.37
H 25.6082 10.2966 -7.3676 -0.03 -0.54 0.31
H 23.2465 12.2724 -6.8293 0.44 -0.23 0.92
H 24.2680 12.4638 -8.1470 -0.35 0.71 -0.46
H 23.9747 13.8684 -7.0235 0.33 -0.02 -0.21
H 26.8253 13.3403 -9.2377 -0.11 0.17 0.02
C 28.4025 13.8262 6.0273 0.07 0.93 -0.97
C 28.8780 13.8029 4.5030 -0.19 -1.00 1.61
C 27.9293 12.8221 3.7910 1.37 -0.09 -1.57
C 28.7073 15.1609 3.7974 1.44 1.50 2.15
C 29.7625 16.1416 4.3991 -1.19 -0.45 0.66
C 31.1722 15.7431 4.1627 -0.14 0.08 -1.18
C 31.5507 14.2403 4.5566 -1.30 1.29 0.51
C 32.5001 13.7454 3.4906 0.19 -0.76 0.30
C 32.1823 14.2626 5.9881 -0.19 -0.53 -0.18
N 30.3198 13.3317 4.4810 -0.06 1.28 -2.00
O 30.6125 11.9456 4.8248 -0.65 2.39 0.16
H 28.9851 14.4740 6.6823 0.76 -0.41 -0.08
H 27.4393 14.3201 6.1550 -0.54 -0.51 -0.38
H 28.3695 12.7918 6.3694 -0.02 0.16 0.22
H 28.3140 11.8023 3.7848 -0.53 -0.25 0.94
H 26.8658 12.9705 3.9783 0.20 -0.25 0.54
H 28.0516 13.0178 2.7257 -0.15 0.30 -0.35
H 28.7379 15.1980 2.7085 0.10 -0.55 0.02
H 27.7870 15.6216 4.1565 -0.53 -0.49 -0.38
H 29.5865 17.1751 4.1009 0.03 0.00 -0.39
H 29.6514 16.1791 5.4828 -0.54 -0.11 0.24
H 31.7222 16.5991 4.5536 0.93 -0.77 0.99
H 31.3166 15.9967 3.1124 0.35 -1.02 -0.58
H 32.6700 12.6802 3.6475 0.25 -0.06 0.02
H 33.4538 14.2717 3.5295 -0.01 0.08 -0.19
H 32.0092 13.8286 2.5210 0.18 0.24 -0.03
H 32.2813 13.2462 6.3692 0.53 -0.23 -0.19
H 31.6342 14.7326 6.8047 -0.61 0.46 -0.49
H 33.1560 14.7523 5.9909 0.11 -0.21 -0.21
H 30.7635 12.1347 5.7538 0.13 -1.08 0.59
C 24.4489 14.9366 2.0849 1.13 0.26 -0.89
C 24.8339 14.8154 0.5381 -0.66 -0.14 0.87
C 26.0085 15.6954 0.1531 0.07 0.99 0.02
C 25.2105 13.3426 0.2929 -1.19 0.05 -1.58
C 24.9595 12.9647 -1.1681 0.63 -0.22 -0.76
C 23.5604 13.1618 -1.5789 -1.39 1.41 -1.33
C 23.0894 14.6896 -1.5255 1.94 -0.89 1.44
C 23.6969 15.5648 -2.7049 -0.50 -0.96 0.65
C 21.6027 14.6064 -1.4780 -1.86 -0.42 -0.32
N 23.6165 15.1825 -0.2304 -0.86 0.03 0.56
O 23.2217 16.5341 0.0297 0.04 -0.98 0.04
H 23.5223 14.4177 2.3305 0.00 0.10 -0.31
H 25.2537 14.4848 2.6649 0.14 -0.27 0.00
H 24.4250 15.9658 2.4431 -0.35 0.11 -0.29
H 26.4450 15.4371 -0.8117 0.09 -0.35 0.04
H 25.6767 16.7259 0.0262 -0.05 0.18 0.11
H 26.7872 15.7688 0.9123 0.10 -0.38 0.04
H 26.2698 13.1300 0.4371 -0.16 0.08 0.91
H 24.4880 12.7405 0.8438 0.54 -0.32 0.54
H 25.5799 13.5510 -1.8460 0.48 -0.03 0.01
H 25.1431 11.9094 -1.3697 0.66 -0.12 0.26
H 22.9338 12.3998 -1.1155 -0.43 0.73 1.06
H 23.2952 12.9010 -2.6035 0.86 -0.12 -0.61
H 23.3420 16.5953 -2.7131 -0.09 0.01 0.41
H 23.4462 15.1871 -3.6961 0.05 -0.32 0.02
H 24.7787 15.5601 -2.5713 0.06 0.08 -0.22
H 21.2344 14.6011 -2.5039 -0.35 0.63 -0.07
H 21.0355 15.2447 -0.8005 0.47 0.92 -0.53
H 21.2171 13.6498 -1.1254 0.60 -0.42 0.16
H 23.8379 17.0882 -0.4549 0.20 0.29 -0.26
C 33.2852 15.0122 -1.0472 -1.95 -0.85 0.28
C 33.1267 16.5082 -1.3729 2.21 -0.02 0.28
C 34.5646 17.0441 -0.9284 -1.06 0.53 -1.60
C 32.9467 16.6981 -2.9240 0.33 -1.10 0.27
C 31.5647 16.3140 -3.3286 -2.00 0.69 0.07
C 30.5854 17.1865 -2.5333 -1.07 0.46 -0.15
C 30.6486 16.9975 -0.9883 1.63 0.03 -0.87
C 29.9043 18.1077 -0.2720 -1.18 -0.91 0.80
C 30.0615 15.5745 -0.7087 -1.05 1.06 0.00
N 32.0691 17.2248 -0.6556 0.51 1.13 -0.82
O 32.2902 17.5599 0.7101 -0.28 -2.09 0.49
H 33.8768 14.4235 -1.7483 0.99 0.53 0.44
H 33.4854 14.9294 0.0211 0.85 -0.24 -0.11
H 32.3847 14.4021 -1.1174 -0.76 0.45 -0.13
H 34.7883 17.9749 -1.4496 -0.25 0.47 0.24
H 34.6881 17.1898 0.1448 0.00 -0.42 -0.17
H 35.2882 16.3749 -1.3938 0.10 -0.30 0.58
H 33.2201 17.6702 -3.3343 -0.09 0.25 0.51
H 33.5228 15.9634 -3.4864 0.96 0.03 0.44
H 31.3722 16.4169 -4.3965 0.23 0.51 -0.17
H 31.3311 15.2564 -3.2063 0.30 -0.16 0.56
H 29.5470 17.1156 -2.8569 -0.38 -1.09 0.10
H 30.6516 18.2361 -2.8200 1.09 0.34 0.35
H 30.3386 19.1067 -0.2320 0.03 -0.11 -0.96
H 29.8071 17.8888 0.7914 0.00 -0.41 0.10
H 28.8885 18.0274 -0.6589 -0.18 0.79 -0.08
H 28.9799 15.6993 -0.7604 -0.41 0.35 0.81
H 30.3416 15.1867 0.2707 0.06 -0.26 -0.21
H 30.0728 14.8719 -1.5420 1.28 -0.20 0.17
H 32.7244 18.4033 0.8573 0.01 0.35 -1.10
C 37.5880 9.0892 -4.4805 1.81 0.79 -1.61
C 36.3990 9.9633 -4.2536 -0.42 -0.07 -0.06
C 35.2657 8.9583 -4.1701 -1.50 0.85 -0.18
C 36.6564 10.6200 -2.8330 -2.35 1.18 -1.03
C 35.6144 11.7604 -2.5810 1.08 0.63 1.12
C 35.6107 12.8569 -3.6413 -0.08 -1.08 0.43
C 35.2963 12.3044 -5.0308 0.55 -0.14 -0.82
C 33.7917 11.9864 -5.1886 0.84 -0.10 -0.61
C 35.7292 13.4754 -6.0207 0.95 -0.94 0.11
N 36.1365 11.0576 -5.3350 1.47 2.41 6.35
O 35.9656 10.6899 -6.5826 -0.64 -1.69 -3.26
H 38.4392 9.7655 -4.5590 0.61 -0.28 0.51
H 37.6682 8.3324 -3.7001 0.21 0.38 0.14
H 37.6418 8.5629 -5.4336 -0.63 -0.12 -0.16
H 34.5715 9.4535 -3.4912 -0.69 -0.87 0.15
H 34.7779 8.8257 -5.1358 -0.05 0.29 -0.16
H 35.5380 7.9383 -3.8989 0.14 0.30 0.62
H 36.3991 9.9630 -2.0022 0.51 -0.78 -0.37
H 37.6719 10.9945 -2.7039 -0.01 -0.02 -0.28
H 34.6645 11.4029 -2.1836 -0.43 -0.33 -0.92
H 35.9510 12.2685 -1.6774 0.32 0.10 0.30
H 36.5880 13.3327 -3.5603 0.30 -0.20 -0.56
H 34.9449 13.6771 -3.3726 -0.44 -0.16 -0.19
H 33.2677 12.8934 -4.8871 -0.59 -0.38 0.08
H 33.5094 11.0467 -4.7139 -0.10 0.45 0.86
H 33.5734 11.7202 -6.2228 0.05 0.56 -0.29
H 35.0714 14.3442 -6.0433 -0.22 -0.27 0.09
H 35.9862 13.1868 -7.0399 -1.01 -0.33 -0.36
H 36.7309 13.8239 -5.7692 -0.02 0.21 0.82
H 36.5096 11.3330 -7.0430 0.21 -0.41 -0.65
O 25.7383 6.5112 -4.9897 -1.24 0.50 1.45
C 24.9256 6.0762 -3.8519 1.84 -1.19 0.63
C 25.9701 5.3594 -2.8902 -1.45 -0.73 -2.82
O 25.4068 5.0545 -1.6710 -0.24 0.58 1.67
H 25.4614 6.0924 -5.8080 -0.21 -0.13 0.18
H 24.3885 6.7728 -3.2082 0.51 1.34 -0.55
H 24.0876 5.4297 -4.1125 0.42 -0.54 -0.44
H 26.9178 5.8979 -2.8846 -0.08 0.33 0.17
H 26.1145 4.3577 -3.2951 0.74 0.09 -1.00
H 26.0699 4.4673 -1.3006 -0.33 -0.10 0.74
O 28.0769 4.5088 -5.6325 0.05 0.89 -0.04
C 29.3338 4.8238 -5.0292 -0.69 0.38 0.28
C 30.1192 3.5816 -5.0282 1.72 -0.08 -0.96
O 29.6348 2.6220 -4.1510 -0.87 -0.76 0.94
H 27.5942 3.8881 -5.0817 0.15 -0.04 0.26
H 29.8406 5.5975 -5.6060 -0.20 -0.17 -0.49
H 29.2867 5.2646 -4.0334 -0.59 -0.16 0.31
H 31.1739 3.7640 -4.8223 0.17 0.22 -0.08
H 30.0135 3.2423 -6.0586 0.33 -0.44 -0.17
H 30.3517 2.2024 -3.6697 -0.06 0.09 -0.11
```
Positions in Å, forces in eV/Å.

For the LUMO energy, the calculation gives 0.382 eV. The SMILES is CC1(C)CCCC(C)(C)N1O.CC1(C)CCCC(C)(C)N1O.CC1(C)CCCC(C)(C)N1O.CC1(C)CCCC(C)(C)N1O.CC1(C)CCCC(C)(C)N1O.CC1(C)CCCC(C)(C)N1O.CC1(C)CCCC(C)(C)N1O.CC1(C)CCCC(C)(C)N1O.OCCO.OCCO.

These are the Mulliken partial charges, in e, on atoms 1 to 8: -1.551 3.214 -1.374 -0.833 0.904 -1.446 3.467 -2.487